No. 1
{
  "formula": "C5H14N2O",
  "method": "the ωB97M-V functional and the def2-TZVPD basis",
  "e_homo_ev": -8.56,
  "relative_energy_kj_mol": 380.5,
  "homo_lumo_gap_ev": 9.32,
  "largest_force_ev_per_a": 5.20,
  "symbols": ["H", "H", "H", "C", "H", "H", "H", "N", "C", "H", "C", "C", "H", "C", "H", "H", "H", "H", "H", "N", "O", "H"],
  "coordinates": [[-1.56841, 1.20087, 1.38364], [1.62042, -1.81719, -0.33683], [0.19164, 0.31428, 0.76714], [0.58175, -1.36095, -0.71078], [0.97250, -1.56422, 2.07693], [0.56724, 2.43916, -0.24295], [-0.69977, -1.83612, 2.11773], [0.11109, -1.70228, 1.59870], [2.21757, 0.40923, -1.17339], [0.38008, 0.27433, -2.30332], [1.04605, -0.16916, -1.55254], [-0.10282, -0.79383, 0.46837], [-1.81390, -0.20908, -0.80581], [-1.60559, -0.51131, 0.24199], [2.95934, 0.01246, -0.47609], [0.22713, 3.68848, -0.01400], [-0.03240, -2.15059, -1.26715], [-3.02277, 0.46569, 0.72452], [-2.31359, -1.34202, 0.34771], [-2.08065, 0.40860, 1.13786], [-0.18139, 2.91566, -0.35917], [2.54650, 1.32801, -1.62254]],
  "mulliken_charge": [0.2360, 0.2227, -0.0958, -0.6958, 0.1973, 0.2376, 0.1982, -0.6260, -0.8939, 0.3082, -0.0119, 0.6845, 0.3366, -0.7962, 0.2315, 0.2945, 0.2504, 0.2444, 0.3675, -0.5051, -0.5558, 0.3712]
}

---

No. 2
{
  "formula": "C5H14N2O",
  "method": "the ωB97M-V functional and the def2-TZVPD basis",
  "e_homo_ev": -7.17,
  "relative_energy_kj_mol": 534.8,
  "homo_lumo_gap_ev": 8.00,
  "largest_force_ev_per_a": 4.03,
  "symbols": ["H", "H", "H", "H", "H", "H", "C", "H", "C", "C", "C", "H", "H", "H", "H", "H", "O", "C", "H", "N", "N", "H"],
  "coordinates": [[-0.47253, -0.56330, -0.49163], [0.24943, 2.38149, 0.94810], [0.06211, 2.01077, -0.77660], [-1.36220, 2.14389, 0.27272], [-2.90867, -1.19021, 0.61353], [-2.24804, 0.27501, -1.19975], [-1.81790, -0.71062, -1.03747], [1.30140, -1.45199, -0.03379], [1.39469, -0.37037, -0.15506], [-0.26362, 0.33594, 0.55589], [-0.32554, 1.80215, 0.22228], [-1.46373, -1.14119, -1.97258], [3.43811, -0.21837, 0.52211], [-0.54398, -1.07459, 1.84053], [2.20473, 0.00630, 1.79152], [2.52869, 1.28965, 0.61854], [1.55200, -0.10425, -1.51926], [2.45213, 0.20502, 0.74590], [2.29077, 0.49553, -1.69066], [-0.63585, -0.06360, 1.73014], [-2.65013, -1.56667, -0.29480], [-2.78185, -2.49059, -0.68968]],
  "mulliken_charge": [0.2640, 0.3822, 0.3035, 0.4169, 0.2344, 0.2116, -0.6401, 0.3482, 0.1215, 0.9284, -1.6486, 0.3735, 0.4141, 0.2541, 0.3933, 0.3721, -0.5175, -1.4805, 0.3400, -0.8671, -0.4066, 0.2025]
}

---

No. 3
{
  "formula": "C5H14N2O",
  "method": "the ωB97M-V functional and the def2-TZVPD basis",
  "e_homo_ev": -8.49,
  "relative_energy_kj_mol": 226.1,
  "homo_lumo_gap_ev": 9.42,
  "largest_force_ev_per_a": 1.45,
  "symbols": ["H", "O", "H", "H", "H", "N", "N", "H", "H", "C", "H", "H", "H", "C", "H", "H", "H", "C", "C", "H", "H", "C"],
  "coordinates": [[0.34441, 1.41830, -0.34130], [-3.29501, 0.80931, -1.59890], [-1.35658, -0.56689, -0.85270], [-2.57854, 1.85842, -0.02511], [-0.40529, -0.59978, 1.65191], [0.54519, 0.63396, 0.27658], [3.57671, -0.04696, 0.28212], [0.59369, -1.27671, -0.68843], [2.16650, -1.10495, 1.33284], [-1.83278, -0.25637, 0.08191], [-2.27951, -1.16422, 0.45506], [-3.77537, 0.65257, 0.33818], [-0.93999, 1.04811, 1.61487], [1.22568, -0.41339, -0.45938], [1.62212, -0.07822, -1.42243], [3.92924, 0.29399, -0.58943], [-2.82077, 0.11979, -2.07241], [-0.66458, 0.20768, 0.96774], [2.45744, -0.93675, 0.30381], [2.67232, -1.91040, -0.13965], [3.66845, 0.49669, 1.11620], [-2.85334, 0.81581, -0.23147]],
  "mulliken_charge": [0.2582, -0.5389, 0.2148, 0.2617, 0.2278, -0.3286, -0.4516, 0.2158, 0.2912, -0.4488, 0.4220, 0.2552, 0.5411, -0.4598, 0.3798, 0.1750, 0.3203, -0.9074, -0.6207, 0.2999, 0.1985, -0.3055]
}

---

No. 4
{
  "formula": "C5H14N2O",
  "method": "the ωB97M-V functional and the def2-TZVPD basis",
  "e_homo_ev": -8.51,
  "relative_energy_kj_mol": 282.9,
  "homo_lumo_gap_ev": 9.55,
  "largest_force_ev_per_a": 2.71,
  "symbols": ["H", "H", "N", "C", "H", "O", "H", "H", "H", "C", "N", "H", "C", "C", "H", "H", "C", "H", "H", "H", "H", "H"],
  "coordinates": [[3.12606, 0.50550, -0.71924], [-0.16074, 1.00331, -0.25298], [3.26588, -1.30877, 0.47469], [-2.39267, -0.99338, -0.68552], [2.37465, 0.48764, 0.88612], [0.49805, 0.83129, -0.92039], [-2.84214, -0.34325, -1.42664], [-1.37413, -1.23872, -0.94478], [1.22568, -1.05414, -1.45529], [-1.43471, 1.93734, 1.14159], [-2.49034, -0.11634, 0.50461], [3.38890, -1.98917, -0.25174], [2.56474, -0.11195, 0.00209], [1.20208, -0.43737, -0.55773], [-1.32987, 3.01261, 1.05542], [-2.00845, -0.54875, 1.29850], [-2.08224, 1.17697, 0.25203], [0.58727, -1.06697, 0.14567], [-1.05398, 1.54243, 2.07025], [-2.97779, -1.90752, -0.60407], [4.19889, -0.99715, 0.71968], [-2.28515, 1.61640, -0.73226]],
  "mulliken_charge": [0.2792, 0.3557, -0.5944, -0.6579, 0.2462, -0.5241, 0.3043, 0.1835, 0.3898, -0.7385, -0.2991, 0.2198, -0.4106, -0.4682, 0.2632, 0.2864, -0.1419, 0.2545, 0.2493, 0.2962, 0.2414, 0.2652]
}

---

No. 5
{
  "formula": "C5H14N2O",
  "method": "the ωB97M-V functional and the def2-TZVPD basis",
  "e_homo_ev": -8.57,
  "relative_energy_kj_mol": 182.8,
  "homo_lumo_gap_ev": 9.37,
  "largest_force_ev_per_a": 0.34,
  "symbols": ["C", "H", "H", "H", "H", "H", "C", "N", "H", "H", "O", "H", "N", "H", "H", "C", "H", "C", "H", "H", "H", "C"],
  "coordinates": [[-0.18787, -2.26639, 0.45382], [0.31701, 1.18235, -3.16082], [0.90316, -0.94396, 3.04860], [0.73893, -2.78285, 0.61557], [0.19304, -0.12809, -1.95642], [-0.10423, 0.49922, 2.90291], [0.88464, -0.07915, 1.07282], [0.69775, 1.24899, 0.48128], [1.14031, 1.96382, 1.04530], [-1.04163, -2.84751, 0.16685], [-1.43370, -0.27381, 0.43072], [-2.16347, 0.34683, -1.85463], [-1.58322, 1.03825, -2.31528], [1.65779, 0.65242, 2.96144], [-1.19631, 0.67022, 0.49109], [-0.34262, 0.41635, -2.74549], [1.09417, 1.29063, -0.44938], [0.83384, 0.04164, 2.59682], [-0.57603, -0.29864, -3.54038], [1.83488, -0.55052, 0.78185], [-1.39398, 1.77415, -1.64302], [-0.27247, -0.95395, 0.61633]],
  "mulliken_charge": [-0.9448, 0.3007, 0.3702, 0.2813, 0.0571, 0.3456, 0.4063, -0.5972, 0.1998, 0.3015, -0.5767, 0.2918, -0.6157, 0.4082, 0.4130, -0.5794, 0.1654, -1.4323, 0.3051, 0.2574, 0.2654, 0.3771]
}

---

No. 6
{
  "formula": "C5H14N2O",
  "method": "the ωB97M-V functional and the def2-TZVPD basis",
  "e_homo_ev": -8.06,
  "relative_energy_kj_mol": 246.0,
  "homo_lumo_gap_ev": 8.81,
  "largest_force_ev_per_a": 2.94,
  "symbols": ["H", "C", "H", "H", "H", "N", "O", "H", "H", "N", "C", "H", "H", "C", "H", "C", "C", "H", "H", "H", "H", "H"],
  "coordinates": [[-1.76261, 2.96540, -0.24019], [-1.18797, 1.13488, 0.55882], [0.11309, -4.61422, 1.15627], [-2.72360, 2.12345, 2.38642], [-1.25422, 0.38670, 1.33632], [2.63736, 0.51334, -1.21737], [0.70571, -5.08620, 1.77001], [1.04061, -5.82516, 1.25521], [-1.17023, 0.63990, -1.56689], [-2.47542, 2.85441, 1.73807], [-1.75283, 2.34003, 0.64580], [1.49887, -0.56373, -2.40101], [0.12106, 1.69629, -0.93519], [0.35034, -0.51366, -0.61345], [-0.31367, -1.31807, -0.92695], [-0.45663, 0.79003, -0.75640], [1.69402, -0.64304, -1.32006], [3.28561, 0.47595, -0.42813], [2.21140, -1.59461, -1.26279], [-3.16740, 3.54707, 1.47133], [0.57846, -0.61552, 0.45583], [2.02807, 1.30678, -1.10566]],
  "mulliken_charge": [0.2862, -0.4515, 0.3199, 0.2162, 0.2778, -0.5893, -0.6398, 0.3199, 0.2810, -0.4781, -0.2165, 0.2942, 0.3201, -0.4871, 0.2974, -0.4318, -0.7888, 0.2253, 0.4475, 0.2346, 0.3207, 0.2421]
}